Formula: C11H10ClGdNS
Source: OMol25
Level of theory: ωB97M-V/def2-TZVPD

Structure (XYZ):
```
25
Properties=species:S:1:pos:R:3:mulliken_charge:R:1
C 0.25 -2.81 -0.02 -0.413
C 0.69 2.27 -0.63 -0.708
C -0.68 -2.59 1.05 -0.672
H -0.18 3.03 -0.63 0.641
Cl -2.37 1.22 -0.72 -0.443
H -2.49 -1.74 -1.69 0.374
C -1.71 -2.00 -0.96 -0.394
H 2.31 3.32 0.47 0.497
H -0.55 -2.88 2.09 0.410
C 1.78 0.30 -0.73 -0.299
C -1.91 -2.09 0.47 -0.636
S -1.03 1.67 2.91 -0.531
H -0.01 0.77 -2.04 0.591
C 2.43 1.11 0.28 -0.855
H 1.23 -3.28 0.07 0.407
H 3.12 0.87 1.09 0.364
H 2.06 -0.71 -0.96 0.547
Gd -0.57 0.29 0.66 0.687
C 0.72 1.00 -1.31 -0.715
H -2.86 -1.93 1.00 0.397
H 0.02 -2.60 -2.25 0.388
C -0.39 -2.45 -1.25 -0.398
C 1.89 2.42 0.11 -0.245
N -0.82 3.82 1.11 -0.608
C -0.91 2.94 1.91 0.613
```

Properties
2S+1: 8
⟨S²⟩: 16.0571
Max |F| in Eh/bohr: 0.0856
Net charge: -1
Gap between HOMO and LUMO (spin up / spin down) in eV: 7.33 / 5.44


Formula: C3H6NO2
Source: OMol25
Level of theory: ωB97M-V/def2-TZVPD

Structure (XYZ):
```
12
Properties=species:S:1:pos:R:3:mulliken_charge:R:1
N 2.47 -0.17 0.25 -0.148
H -0.27 1.30 -0.33 0.165
H -2.20 -0.32 2.06 0.334
C 1.66 -1.15 -0.44 -0.138
O 0.63 -0.26 -1.10 -0.246
C 0.75 1.12 -0.86 0.055
H 0.96 1.90 -1.67 0.307
C 1.82 0.82 0.01 0.452
O -1.61 0.06 1.23 -0.663
H 1.25 -1.90 0.16 0.284
H 2.24 -1.63 -1.22 0.267
H -2.25 0.35 0.56 0.331
```

Properties
Max |F| in Eh/bohr: 0.0887
Net charge: +1
Gap between HOMO and LUMO in eV: 7.59


Formula: C2H7O2
Source: OMol25
Level of theory: ωB97M-V/def2-TZVPD

Structure (XYZ):
```
11
Properties=species:S:1:pos:R:3:mulliken_charge:R:1
H -0.64 -2.89 0.53 0.260
C -0.24 1.55 -0.60 -0.963
H 0.66 -0.28 -1.05 0.115
O -0.18 -2.76 1.41 -0.750
H -0.26 -1.72 1.39 0.453
C 0.62 0.38 -0.15 -0.290
H -0.73 1.13 -1.54 0.174
H -1.03 1.86 0.08 0.282
H 1.63 0.63 0.08 0.251
O -0.07 -0.29 0.85 -0.880
H 0.25 2.38 -1.00 0.348
```

Properties
Max |F| in Eh/bohr: 0.0573
Net charge: -1
Gap between HOMO and LUMO in eV: 7.37


Formula: C20H42NOP3Ru
Source: OMol25
Level of theory: ωB97M-V/def2-TZVPD

Structure (XYZ):
```
68
Properties=species:S:1:pos:R:3:mulliken_charge:R:1
H 3.00 1.74 0.18 0.182
H 0.51 3.09 -2.71 0.225
C 0.08 3.63 1.23 -1.242
C 1.34 0.79 2.27 0.304
H 2.15 -5.63 0.98 0.361
C 1.13 -5.91 0.70 -0.314
H -0.74 -1.50 -2.96 0.128
H 1.97 0.58 4.22 0.408
C -0.11 -3.19 -0.67 -0.328
H -1.34 2.18 -3.49 0.248
H 2.02 -2.93 -0.83 0.408
C -3.51 0.16 -1.06 -1.466
C 1.43 -3.01 1.24 0.534
H 2.57 0.28 -3.35 0.528
H -2.16 -1.05 -3.94 0.532
H -4.00 1.12 -0.93 0.402
C -2.29 2.15 1.78 -1.259
P 1.29 1.14 -1.46 1.236
H -3.30 -0.28 -0.08 0.336
H 0.98 -6.25 -0.33 0.318
H -4.17 -0.52 -1.62 0.508
H -3.17 3.66 -0.42 0.378
H -0.87 -6.05 1.44 0.333
H -3.04 2.29 -2.98 0.430
P -1.95 0.35 -1.98 1.180
H -2.21 -2.87 -0.24 0.651
H -0.29 -3.49 -1.71 0.695
P -1.15 2.53 0.39 1.083
O 2.51 -2.88 1.84 -0.616
C -1.79 -1.20 -2.92 -1.224
H 0.51 -2.95 3.14 0.438
H -0.22 4.68 1.11 0.585
H 3.23 0.35 2.99 0.277
C 0.20 -6.03 1.65 -0.111
C -1.21 -2.91 0.19 -0.512
H 0.11 3.40 2.30 0.252
H 1.08 3.51 0.81 0.224
C -0.98 -2.66 1.53 -0.791
H -2.81 3.06 2.11 0.450
C 1.58 0.06 -2.91 -1.218
H 3.64 2.54 4.15 0.389
H 1.98 3.05 3.88 0.334
H -1.88 3.69 -1.65 0.271
H 3.11 2.90 2.51 0.298
C 1.17 -3.03 -0.18 -0.581
C 1.42 2.84 -2.15 -1.206
N 0.57 0.46 1.44 -0.374
H -1.71 -2.14 2.15 0.579
H -2.37 -1.99 -2.45 0.387
H 3.73 1.05 -1.29 0.543
H -2.55 1.10 -4.20 0.498
H -3.03 1.41 1.46 0.311
C 2.79 2.45 3.46 -1.207
H 0.03 -4.35 2.23 -0.357
C 2.36 0.98 3.27 -0.337
C -2.24 1.60 -3.28 -1.371
H 0.45 -6.26 2.69 0.356
H 2.94 -0.03 -0.11 0.311
H 1.55 3.57 -1.35 0.328
Ru -0.49 0.52 -0.32 -0.081
C 0.21 -3.25 2.13 -0.053
H -1.80 4.79 -0.27 0.482
H 2.28 2.89 -2.82 0.481
H 1.55 -0.98 -2.59 0.217
H 0.81 0.25 -3.67 0.376
C -2.09 3.78 -0.58 -1.316
H -1.72 1.74 2.61 0.353
C 2.90 0.96 -0.58 -1.186
```

Properties
2S+1: 6
⟨S²⟩: 8.7789
Max |F| in Eh/bohr: 0.0772
Net charge: +3
Gap between HOMO and LUMO (spin up / spin down) in eV: 6.05 / 5.07


Formula: C6H13N2
Source: OMol25
Level of theory: ωB97M-V/def2-TZVPD

Structure (XYZ):
```
21
Properties=species:S:1:pos:R:3:mulliken_charge:R:1
H 3.42 -0.81 -0.50 0.345
H -2.15 0.38 1.58 0.364
H 2.82 0.82 -0.33 0.390
H 0.31 2.52 -0.89 0.272
C 0.21 0.49 -0.38 -0.137
H -2.21 -2.06 -0.14 0.490
C -0.98 -0.38 0.05 0.832
C -1.62 -1.49 -0.74 -1.460
H 0.80 2.11 0.74 0.254
C 1.28 -0.56 -0.33 0.794
N -1.97 0.57 0.61 -0.225
C 2.61 -0.16 -0.06 -1.630
H -2.36 -1.11 -1.52 0.357
H -2.94 0.61 0.15 0.375
C 0.27 -0.60 0.73 -1.127
H -0.77 -2.22 -1.02 0.284
H -1.38 1.53 0.50 0.464
H 0.59 -0.14 1.73 0.294
N 0.21 1.94 -0.03 -0.524
H 1.00 -1.28 -1.19 0.234
H 2.85 -0.16 1.04 0.355
```

Properties
Max |F| in Eh/bohr: 0.1045
Structure (SMILES): C[C@H]1[C@H]2[C@]1(N)[C@]2(C)[NH3+]
Net charge: +1
Gap between HOMO and LUMO in eV: 10.01


Formula: H18O9
Source: OMol25
Level of theory: ωB97M-V/def2-TZVPD

Structure (XYZ):
```
27
Properties=species:S:1:pos:R:3:mulliken_charge:R:1
H -0.66 1.82 -2.29 0.337
O 1.37 2.85 -0.87 -0.607
H -2.33 1.56 -0.76 0.310
H 0.33 0.23 -0.05 0.297
H -1.89 0.77 2.60 0.297
O -1.40 1.48 2.10 -0.670
H -0.64 3.14 -2.99 0.330
O 1.00 -2.13 1.59 -0.796
H 1.08 -0.49 1.09 0.473
O -1.64 -1.68 0.26 -0.581
H 2.70 -2.92 1.58 0.430
H -1.61 -0.73 0.16 0.345
O -1.16 2.35 -2.87 -0.642
H 1.59 2.13 -0.27 0.291
O -2.59 0.70 -0.48 -0.645
H -0.67 1.05 1.70 0.444
H 0.29 -2.17 2.21 0.315
H 1.28 -0.11 -2.06 0.268
O 3.51 -3.44 1.49 -0.631
O 0.71 0.36 0.81 -0.758
H -2.95 0.87 0.37 0.316
H 3.34 -4.05 0.82 0.283
H 0.68 -2.34 0.72 0.336
H -2.48 -1.90 0.60 0.271
O 0.36 0.22 -1.94 -0.626
H -0.32 -0.46 -2.01 0.307
H 2.10 2.89 -1.53 0.305
```

Properties
Max |F| in Eh/bohr: 0.0590
Structure (SMILES): O.O.O.O.O.O.O.O.O
Gap between HOMO and LUMO in eV: 10.94


Energy above the lowest of the compared OMol25 structures with the same formula, charge and spin (computed, eV): 0.000, 5.544, 0.735, 1.356, 3.544, 2.214